--- A ---
Here is C27H34N7O2PS6Ti as an isolated structure from OMol25. Energies are from ωB97M-V with the def2-TZVPD basis set.

Last column: Mulliken charge in e.
Geometry (Å):
Ti (-0.800, 0.718, 0.832)  0.1260
C (-4.098, 2.155, -1.595)  -1.6538
C (-2.735, 1.867, -1.060)  0.2851
N (-2.549, 1.331, 0.187)  1.0455
N (-3.695, 1.172, 0.947)  -0.9048
C (-3.532, 1.117, 2.272)  0.3260
N (-4.618, 0.913, 3.039)  -0.3363
S (-1.993, 1.376, 2.934)  -0.4820
C (-1.531, 2.095, -1.690)  0.3548
C (-1.327, 2.699, -2.973)  -0.6758
C (-0.075, 2.911, -3.440)  -0.8055
C (1.048, 2.537, -2.641)  -0.9628
C (0.825, 1.973, -1.426)  -0.5805
N (-0.421, 1.727, -0.923)  0.6945
H (-4.622, 2.890, -0.979)  0.3142
H (-4.708, 1.248, -1.629)  0.2693
H (-4.036, 2.550, -2.606)  0.4596
H (-4.400, 0.572, 0.495)  0.1084
H (-5.460, 0.554, 2.611)  0.2629
H (-4.449, 0.592, 3.979)  0.2633
H (-2.190, 2.990, -3.556)  0.2773
H (0.075, 3.377, -4.406)  0.3965
H (2.060, 2.718, -2.972)  0.4716
H (1.656, 1.684, -0.797)  0.5737
S (-5.579, -2.740, 5.140)  -0.2369
C (-4.740, -2.461, 3.751)  0.0430
S (-3.034, -2.251, 3.673)  -0.0442
C (-2.886, -1.917, 1.949)  0.1603
C (-4.033, -1.953, 1.227)  0.0362
S (-4.372, -1.586, -0.432)  -0.4354
S (-5.473, -2.289, 2.193)  -0.1343
S (-1.222, -1.648, 1.444)  -0.4537
C (-1.097, -3.224, -4.143)  -0.7441
N (-0.915, -3.763, -2.723)  0.1670
C (0.582, -3.861, -2.440)  -0.8033
N (1.222, -2.612, -2.639)  0.1948
C (0.992, -2.138, -4.001)  -0.9972
N (-0.426, -1.986, -4.315)  0.1800
C (-1.047, -0.896, -3.537)  -1.4690
P (-0.991, -1.143, -1.692)  2.3551
C (-1.618, -2.892, -1.717)  -1.3393
C (0.813, -1.612, -1.637)  -1.3981
H (-2.170, -3.118, -4.303)  0.3961
H (-0.686, -3.982, -4.812)  0.3695
H (-1.316, -4.699, -2.679)  0.3357
H (0.975, -4.611, -3.129)  0.3476
H (0.687, -4.199, -1.409)  0.3872
H (1.430, -2.855, -4.700)  0.2834
H (1.486, -1.175, -4.126)  0.4300
H (-2.086, -0.779, -3.851)  0.3326
H (-0.535, 0.040, -3.774)  0.4322
H (-2.686, -2.893, -1.934)  0.4078
H (-1.473, -3.320, -0.725)  0.3939
H (1.044, -1.987, -0.637)  0.3958
H (1.414, -0.713, -1.780)  0.4123
C (6.781, 1.695, 4.051)  -1.5168
C (5.419, 1.549, 3.433)  0.5936
C (4.904, 0.291, 3.145)  -1.0656
C (3.654, 0.118, 2.572)  0.7718
C (3.199, -1.297, 2.317)  -1.2471
C (2.875, 1.260, 2.289)  0.8402
C (3.369, 2.544, 2.586)  0.7196
C (2.616, 3.822, 2.319)  -1.3316
C (4.638, 2.657, 3.143)  -1.0033
C (1.542, 1.104, 1.669)  1.0713
O (0.658, 2.012, 1.725)  -0.6275
O (1.225, 0.034, 1.035)  -0.3726
H (7.538, 1.191, 3.449)  0.3459
H (6.802, 1.247, 5.045)  0.3230
H (7.061, 2.743, 4.145)  0.3618
H (5.498, -0.587, 3.376)  0.3689
H (3.909, -1.991, 2.764)  0.4026
H (3.130, -1.504, 1.250)  0.1281
H (2.210, -1.487, 2.734)  0.2894
H (2.314, 3.901, 1.274)  0.2528
H (3.247, 4.675, 2.565)  0.3530
H (1.701, 3.875, 2.906)  0.2474
H (5.022, 3.646, 3.363)  0.2627

## Properties
**E_HOMO (alpha / beta)**: -6.0800 / -6.0765 eV
**Kohn-Sham gap (alpha / beta)**: 5.630 / 5.627 eV



--- B ---
Here is C27H34N7O2PS6Ti as an isolated structure from OMol25. Energies are from ωB97M-V with the def2-TZVPD basis set.

Last column: Mulliken charge in e.
Geometry (Å):
Ti (-0.013, -0.248, -0.749)  -0.6084
C (1.036, 2.560, 2.325)  -1.8873
C (0.512, 1.339, 1.631)  0.7164
N (1.222, 0.682, 0.678)  1.8599
N (2.403, 1.220, 0.222)  -0.8404
C (3.061, 0.530, -0.719)  0.4526
N (4.129, 1.136, -1.319)  -0.5686
S (2.638, -1.066, -1.022)  -0.2562
C (-0.760, 0.820, 1.830)  0.2882
C (-1.683, 1.203, 2.862)  -1.2250
C (-2.919, 0.653, 2.904)  -0.8017
C (-3.306, -0.312, 1.913)  -1.1409
C (-2.409, -0.657, 0.960)  -0.6812
N (-1.151, -0.136, 0.890)  1.4710
H (1.134, 3.396, 1.622)  0.3023
H (2.018, 2.379, 2.774)  0.3124
H (0.356, 2.880, 3.107)  0.5091
H (2.557, 2.215, 0.325)  0.2368
H (4.059, 2.124, -1.513)  0.2219
H (4.500, 0.593, -2.082)  0.2812
H (-1.394, 1.946, 3.591)  0.3039
H (-3.621, 0.946, 3.674)  0.4593
H (-4.300, -0.734, 1.902)  0.5342
H (-2.666, -1.361, 0.180)  0.4282
S (0.334, -6.308, -5.163)  -0.2777
C (0.266, -4.978, -4.201)  0.1257
S (-0.036, -5.040, -2.498)  -0.0990
C (-0.007, -3.316, -2.194)  -0.1973
C (0.251, -2.527, -3.250)  0.2532
S (0.346, -0.805, -3.202)  -0.4231
S (0.502, -3.363, -4.771)  -0.1187
S (-0.411, -2.716, -0.607)  -0.3947
C (1.580, -4.880, 3.123)  -0.7763
N (0.471, -4.010, 3.715)  0.2151
C (1.062, -3.206, 4.868)  -0.7349
N (2.180, -2.447, 4.442)  0.2157
C (3.204, -3.335, 3.902)  -0.9018
N (2.707, -4.100, 2.769)  0.1997
C (2.468, -3.255, 1.591)  -1.4570
P (1.146, -1.947, 1.819)  2.2566
C (-0.097, -3.092, 2.674)  -1.7084
C (1.818, -1.371, 3.498)  -1.7872
H (1.173, -5.372, 2.240)  0.4312
H (1.845, -5.620, 3.880)  0.3432
H (-0.266, -4.618, 4.071)  0.3317
H (1.361, -3.917, 5.640)  0.3445
H (0.277, -2.552, 5.247)  0.4015
H (3.522, -4.024, 4.689)  0.2983
H (4.059, -2.742, 3.582)  0.3801
H (2.184, -3.876, 0.739)  0.3453
H (3.396, -2.746, 1.328)  0.5225
H (-0.592, -3.679, 1.900)  0.6339
H (-0.846, -2.455, 3.151)  0.3933
H (1.058, -0.741, 3.966)  0.4948
H (2.701, -0.750, 3.328)  0.3665
C (-3.050, 5.929, -5.113)  -1.5465
C (-2.507, 4.820, -4.257)  0.6635
C (-3.343, 4.009, -3.505)  -0.9941
C (-2.856, 2.959, -2.737)  0.8207
C (-3.840, 2.146, -1.933)  -1.3864
C (-1.469, 2.719, -2.712)  0.4382
C (-0.601, 3.544, -3.455)  0.8132
C (0.896, 3.354, -3.480)  -1.3386
C (-1.141, 4.572, -4.213)  -0.9871
C (-0.931, 1.620, -1.889)  0.8716
O (0.268, 1.635, -1.438)  -0.2786
O (-1.614, 0.593, -1.581)  -0.4963
H (-4.124, 6.049, -4.974)  0.3591
H (-2.862, 5.715, -6.167)  0.3256
H (-2.564, 6.878, -4.880)  0.3473
H (-4.411, 4.196, -3.507)  0.2902
H (-4.833, 2.588, -2.011)  0.3822
H (-3.551, 2.101, -0.883)  0.2346
H (-3.878, 1.121, -2.297)  0.2335
H (1.342, 3.769, -2.574)  0.1847
H (1.325, 3.860, -4.343)  0.4281
H (1.157, 2.299, -3.519)  0.1803
H (-0.473, 5.201, -4.792)  0.4108

## Properties
**E_HOMO (alpha / beta)**: -5.6201 / -5.6188 eV
**Kohn-Sham gap (alpha / beta)**: 5.147 / 5.146 eV



So which one is most stable? That would be A, about 26.8 kcal/mol below the next structure.



--- A ---
Here is a 2-piece molecular cluster, C7H13N3O overall from OMol25. Energies are from ωB97M-V with the def2-TZVPD basis set.

Last column: Mulliken charge in e.
Geometry (Å):
C (1.492, 1.814, 0.254)  -0.3454
C (0.061, 2.376, 0.330)  -0.8501
C (1.556, 0.359, 0.602)  0.5623
C (2.468, -0.530, 0.096)  -0.7483
C (1.127, -1.509, 1.539)  -0.3080
N (0.750, -0.267, 1.513)  -0.5264
N (2.183, -1.727, 0.705)  -0.0517
H (1.942, 1.986, -0.721)  0.2881
H (2.075, 2.375, 0.992)  0.2351
H (-0.686, 1.804, -0.198)  0.0325
H (3.220, -0.476, -0.665)  0.4281
H (0.826, -2.349, 2.144)  0.4340
H (2.597, -2.623, 0.501)  0.1833
H (0.095, 3.411, -0.033)  0.3874
H (-0.228, 2.464, 1.373)  0.3002
C (-1.841, -1.640, -1.145)  -0.9085
C (-2.280, -0.185, -1.112)  0.6726
O (-3.139, 0.177, -0.342)  -0.6265
N (-1.718, 0.611, -2.061)  -0.4205
H (-1.504, -1.900, -0.146)  0.1578
H (-1.115, -1.844, -1.923)  0.3422
H (-2.020, 1.567, -2.156)  0.2525
H (-0.874, 0.311, -2.518)  0.1895
H (-2.735, -2.207, -1.398)  0.3196

## Properties
**E_HOMO**: -8.6612 eV
**SMILES**: CCc1c[nH]cn1.CC(N)=O
**Kohn-Sham gap**: 9.312 eV



--- B ---
Here is a 2-piece molecular cluster, C7H13N3O overall from OMol25. Energies are from ωB97M-V with the def2-TZVPD basis set.

Last column: Mulliken charge in e.
Geometry (Å):
C (0.867, 2.075, 0.267)  -0.4583
C (-0.339, 2.633, 1.046)  -1.1679
C (1.292, 0.661, 0.598)  0.3999
C (2.396, -0.035, 0.220)  -0.6745
C (1.079, -1.336, 1.396)  -0.4474
N (0.502, -0.164, 1.356)  -0.3637
N (2.306, -1.300, 0.755)  -0.0571
H (0.668, 2.175, -0.790)  0.2291
H (1.768, 2.671, 0.393)  0.4136
H (-1.106, 1.951, 1.401)  0.3522
H (3.189, 0.125, -0.494)  0.4258
H (0.677, -2.254, 1.785)  0.4665
H (2.878, -2.086, 0.505)  0.2230
H (-0.873, 3.329, 0.398)  0.3185
H (0.087, 3.207, 1.870)  0.3221
C (-1.503, -1.913, -0.845)  -1.1986
C (-1.857, -0.525, -1.167)  0.8464
O (-2.675, 0.113, -0.524)  -0.6179
N (-1.555, -0.104, -2.454)  -0.4260
H (-0.417, -2.097, -0.804)  0.2748
H (-1.808, -2.729, -1.497)  0.4136
H (-1.870, 0.819, -2.664)  0.2291
H (-0.894, -0.591, -3.023)  0.1833
H (-1.807, -2.083, 0.189)  0.3136

## Properties
**E_HOMO**: -8.5603 eV
**SMILES**: CCc1c[nH]cn1.CC(N)=O
**Kohn-Sham gap**: 9.220 eV



So which one is most stable? That would be A, about 11.1 kcal/mol below the next structure.



--- A ---
Here is C34H23BrF3N2O4W as an isolated structure from OMol25. Energies are from ωB97M-V with the def2-TZVPD basis set.

Last column: Löwdin spin population.
Geometry (Å):
W (-22.426, 4.593, 6.813)  1.5309
C (-23.663, 2.615, 6.302)  0.0192
C (-24.568, 3.472, 6.944)  -0.0012
C (-24.104, 3.674, 8.263)  0.0049
C (-22.937, 2.939, 8.406)  0.0222
C (-22.632, 2.320, 7.187)  0.0201
H (-23.635, 2.362, 5.265)  0.0055
H (-25.393, 3.927, 6.412)  -0.0002
H (-24.417, 4.408, 8.927)  0.0028
H (-22.255, 2.984, 9.226)  0.0028
H (-21.732, 1.795, 6.948)  0.0032
O (-20.296, 9.339, 13.290)  0.0000
C (-20.221, 8.100, 12.794)  -0.0003
O (-19.713, 7.218, 13.441)  -0.0008
C (-20.678, 7.833, 11.406)  -0.0027
C (-20.932, 6.501, 11.125)  0.0011
C (-21.418, 6.106, 9.904)  0.0002
C (-21.741, 7.071, 8.931)  0.0018
C (-21.403, 8.409, 9.161)  -0.0026
C (-20.854, 8.800, 10.380)  0.0009
N (-22.387, 6.650, 7.776)  0.0133
C (-23.198, 7.444, 7.210)  0.0457
C (-23.837, 7.099, 5.968)  0.0082
C (-24.465, 8.046, 5.195)  0.0056
C (-24.885, 7.664, 3.916)  0.0080
C (-24.767, 6.335, 3.532)  0.0045
C (-24.182, 5.449, 4.404)  0.0162
N (-23.756, 5.809, 5.638)  0.0173
H (-20.781, 9.953, 12.733)  0.0000
H (-20.763, 5.782, 11.938)  0.0001
H (-21.505, 5.038, 9.686)  0.0022
H (-21.507, 9.164, 8.359)  0.0001
H (-20.615, 9.863, 10.480)  0.0001
H (-23.271, 8.425, 7.582)  0.0021
H (-24.565, 9.081, 5.511)  0.0001
H (-25.315, 8.399, 3.246)  0.0003
H (-25.125, 6.086, 2.562)  0.0000
H (-24.065, 4.412, 4.178)  0.0026
F (-15.817, 8.899, 1.392)  0.0004
C (-17.081, 9.050, 1.061)  0.0016
F (-17.247, 8.583, -0.201)  0.0004
F (-17.355, 10.333, 1.078)  0.0012
C (-17.986, 8.329, 2.021)  0.0149
C (-17.617, 8.115, 3.343)  -0.0027
C (-18.491, 7.433, 4.186)  0.0158
C (-19.741, 7.010, 3.749)  0.0081
C (-20.139, 7.289, 2.427)  0.0147
C (-19.241, 7.898, 1.577)  -0.0026
C (-20.601, 6.224, 4.565)  0.0812
C (-21.293, 5.500, 5.257)  -0.0076
H (-16.665, 8.426, 3.766)  -0.0004
H (-18.189, 7.256, 5.213)  0.0007
H (-21.111, 7.017, 2.057)  0.0007
H (-19.510, 8.066, 0.563)  -0.0005
Br (-20.408, 2.524, 4.596)  0.0174
C (-19.000, 2.157, 5.812)  0.0008
C (-18.038, 1.314, 5.238)  0.0005
C (-16.898, 1.011, 5.925)  0.0001
C (-16.725, 1.451, 7.257)  0.0002
C (-17.655, 2.242, 7.818)  0.0005
C (-18.848, 2.619, 7.126)  0.0025
C (-19.861, 3.366, 7.992)  0.0075
O (-19.937, 3.038, 9.164)  0.0005
O (-20.543, 4.407, 7.456)  0.1093
H (-18.177, 0.943, 4.206)  0.0002
H (-16.125, 0.388, 5.466)  0.0000
H (-15.801, 1.207, 7.749)  0.0000
H (-17.534, 2.598, 8.869)  0.0000

## Properties
**E_HOMO (alpha / beta)**: -10.6403 / -10.9896 eV
**Multiplicity**: 3
**Kohn-Sham gap (alpha / beta)**: 6.058 / 6.157 eV
**Charge**: +1
**<S²>**: 2.022



--- B ---
Here is C34H23BrF3N2O4W as an isolated structure from OMol25. Energies are from ωB97M-V with the def2-TZVPD basis set.

Last column: Löwdin spin population.
Geometry (Å):
W (-0.224, -0.109, 1.148)  1.2382
C (-2.377, 0.822, 1.912)  0.1087
C (-2.873, -0.365, 0.988)  0.0375
C (-2.110, -1.448, 1.700)  0.0647
C (-1.521, -1.020, 2.888)  0.0924
C (-1.600, 0.391, 2.925)  0.0618
H (-2.522, 1.878, 1.698)  0.0033
H (-3.969, -0.455, 0.886)  0.0182
H (-2.226, -2.432, 1.316)  0.0031
H (-1.014, -1.617, 3.642)  0.0068
H (-1.276, 0.955, 3.789)  0.0076
O (5.340, -3.025, 5.416)  0.0003
C (4.444, -2.006, 5.761)  0.0008
O (4.303, -1.775, 6.895)  0.0011
C (3.806, -1.298, 4.628)  0.0058
C (2.578, -0.617, 4.958)  0.0000
C (1.929, 0.123, 4.058)  0.0099
C (2.448, 0.162, 2.765)  0.0087
C (3.677, -0.433, 2.441)  0.0048
C (4.377, -1.175, 3.356)  0.0009
N (1.655, 0.796, 1.677)  0.0188
C (1.905, 1.915, 1.212)  0.0273
C (1.085, 2.310, 0.139)  -0.0034
C (1.193, 3.505, -0.452)  0.0424
C (0.086, 3.901, -1.313)  -0.0010
C (-0.744, 2.953, -1.776)  0.0268
C (-0.635, 1.530, -1.353)  0.0099
N (0.109, 1.393, -0.092)  0.0128
H (5.217, -3.290, 4.497)  0.0000
H (2.242, -0.773, 5.953)  -0.0001
H (1.063, 0.692, 4.377)  0.0010
H (4.060, -0.438, 1.398)  0.0003
H (5.406, -1.583, 3.167)  -0.0001
H (2.781, 2.521, 1.495)  0.0002
H (1.996, 4.230, -0.184)  0.0021
H (-0.049, 4.884, -1.699)  -0.0008
H (-1.505, 3.289, -2.530)  0.0009
H (-0.140, 0.880, -2.107)  0.0039
F (-7.663, 1.271, -3.802)  0.0001
C (-6.606, 1.185, -4.542)  0.0007
F (-6.462, 2.290, -5.284)  0.0006
F (-6.832, 0.137, -5.401)  0.0002
C (-5.386, 1.026, -3.694)  0.0059
C (-5.473, 1.342, -2.354)  -0.0009
C (-4.317, 1.229, -1.573)  0.0091
C (-3.123, 0.920, -2.129)  0.0056
C (-3.013, 0.669, -3.488)  0.0062
C (-4.166, 0.695, -4.244)  -0.0011
C (-2.008, 0.762, -1.173)  0.0710
C (-1.985, 0.088, -0.072)  -0.0091
H (-6.383, 1.707, -1.951)  -0.0002
H (-4.397, 1.293, -0.469)  0.0005
H (-2.050, 0.366, -3.889)  0.0002
H (-4.059, 0.424, -5.296)  -0.0002
Br (5.159, -2.322, -0.229)  0.0003
C (3.742, -2.306, -1.490)  0.0001
C (4.146, -2.237, -2.835)  0.0000
C (3.138, -2.153, -3.760)  0.0001
C (1.801, -2.111, -3.358)  0.0001
C (1.438, -2.000, -2.046)  0.0002
C (2.420, -2.189, -1.045)  -0.0001
C (1.955, -2.339, 0.345)  0.0088
O (2.441, -3.032, 1.265)  0.0175
O (0.759, -1.681, 0.598)  0.0688
H (5.209, -2.211, -3.049)  0.0000
H (3.352, -2.139, -4.789)  0.0000
H (1.016, -2.174, -4.105)  0.0000
H (0.429, -1.781, -1.723)  -0.0002

## Properties
**E_HOMO (alpha / beta)**: -10.6951 / -11.4275 eV
**Multiplicity**: 3
**Kohn-Sham gap (alpha / beta)**: 6.591 / 6.252 eV
**Charge**: +1
**<S²>**: 2.026



So which one is most stable? That would be A, about 53.4 kcal/mol below the next structure.